No. 1
A cluster of 4 separate species, C19H33NO11 in total in a non-equilibrium geometry, computed with ωB97M-V/def2-TZVPD.

As for the SMILES: CCCCCNC[C@H](CC=O)OC.O=C1OCCO1.O=C1OCCO1.O=C1OCCO1. For the calculated total energy, the calculation gives -44249.439 eV. Its maximum force is 2.2 eV Å⁻¹. The frontier orbital gap is 8.79 eV. The calculation puts the highest occupied orbital energy at -0.3024 Ha.

Geometry as ORCA input:
```
! RIJCOSX wB97M-V def2-TZVPD def2/J DEFGRID3
* xyz 0 1
C -1.32 2.36 -2.35
C -0.48 1.44 -3.24
C -1.08 0.06 -3.54
C -2.00 -0.51 -2.46
C -1.39 -0.64 -1.08
N -0.34 -1.67 -1.01
C 0.39 -1.63 0.25
C 1.89 -1.39 0.09
C 2.20 -0.24 -0.89
C 2.52 -0.62 -2.32
O 2.17 -1.59 -2.89
O 2.48 -2.62 -0.26
C 3.89 -2.59 -0.20
H -1.04 2.29 -1.31
H -1.11 3.38 -2.65
H -2.38 2.22 -2.48
H -0.37 1.95 -4.20
H 0.52 1.37 -2.84
H -1.62 0.09 -4.47
H -0.26 -0.64 -3.64
H -2.27 -1.51 -2.77
H -2.93 0.03 -2.40
H -0.99 0.28 -0.68
H -2.20 -0.94 -0.41
H -0.76 -2.59 -1.08
H 0.02 -0.85 0.91
H 0.31 -2.57 0.80
H 2.30 -1.08 1.05
H 1.35 0.43 -0.89
H 3.03 0.34 -0.52
H 3.14 0.12 -2.86
H 4.24 -3.47 -0.73
H 4.20 -2.71 0.83
H 4.33 -1.72 -0.68
O 4.99 -0.20 2.32
C 5.18 -0.98 3.20
O 5.72 -2.21 3.04
C 5.99 -2.75 4.33
C 5.03 -1.99 5.21
O 4.88 -0.75 4.51
H 5.82 -3.82 4.35
H 7.04 -2.55 4.58
H 4.05 -2.47 5.29
H 5.41 -1.81 6.21
O -1.13 2.33 0.92
C -1.16 3.52 0.94
O -2.23 4.26 1.33
C -1.81 5.62 1.42
C -0.62 5.66 0.49
O -0.13 4.32 0.56
H -2.61 6.29 1.11
H -1.55 5.84 2.45
H -0.90 5.87 -0.54
H 0.15 6.36 0.81
O -6.86 -0.73 -2.51
C -6.42 -1.08 -1.47
O -5.17 -0.79 -1.02
C -5.08 -1.19 0.35
C -6.16 -2.25 0.45
O -7.09 -1.84 -0.56
H -4.09 -1.57 0.58
H -5.28 -0.33 0.98
H -5.79 -3.25 0.20
H -6.64 -2.28 1.42
*
```

No. 2
A structure of composition C19H34AsIrN6O2S2 in a non-equilibrium geometry, computed with ωB97M-V/def2-TZVPD.

Its energy above the lowest of the compared OMol25 structures with the same formula, charge and spin is 42.2 kcal/mol. For the calculated total energy, the calculation gives -118610.713 eV. Its maximum force is 1.7 eV Å⁻¹. The frontier orbital gap (spin up / spin down) is 6.21 / 6.50 eV. The calculation puts the highest occupied orbital energy (spin up / spin down) at -0.5969 / -0.6112 Ha.

Geometry as ORCA input:
```
! RIJCOSX wB97M-V def2-TZVPD def2/J DEFGRID3
* xyz 3 2
Ir 1.42 -0.06 0.25
C 4.79 -2.67 0.04
C 3.46 -2.04 0.14
N 3.26 -0.82 0.53
O 4.40 -0.06 0.75
C 2.22 -2.75 -0.15
C 2.16 -4.21 -0.40
N 1.16 -1.98 -0.26
O 0.03 -2.46 -0.60
H 5.55 -1.94 -0.22
H 4.78 -3.48 -0.70
H 5.07 -3.10 1.00
H 4.27 0.37 1.61
H 2.90 -4.74 0.19
H 2.33 -4.44 -1.45
H 1.17 -4.58 -0.14
C -1.85 -5.22 -1.08
As -2.69 -4.44 0.44
C -4.50 -4.03 -0.02
C -2.71 -5.69 1.89
S -1.71 -2.63 1.12
H -2.46 -6.07 -1.38
H -0.85 -5.56 -0.82
H -1.80 -4.49 -1.89
H -5.04 -4.97 -0.17
H -4.52 -3.44 -0.93
H -4.96 -3.48 0.80
H -3.34 -6.54 1.62
H -3.11 -5.20 2.77
H -1.69 -6.03 2.09
N -0.51 0.56 0.53
C -1.62 0.90 0.39
N -2.84 1.29 0.31
C -3.50 1.42 -1.02
C -3.97 2.87 -1.21
C -3.09 3.83 -0.42
C -3.24 3.59 1.09
C -3.46 2.10 1.39
H -4.35 0.73 -1.05
H -2.79 1.12 -1.79
H -5.00 2.98 -0.89
H -3.94 3.11 -2.28
H -3.35 4.86 -0.65
H -2.04 3.69 -0.72
H -4.10 4.14 1.48
H -2.36 3.95 1.62
H -4.52 1.85 1.38
H -3.05 1.80 2.35
C 3.53 5.44 -2.02
C 3.12 4.27 -1.20
C 3.16 4.21 0.17
C 2.77 3.05 0.84
N 2.35 1.99 0.12
C 2.28 2.05 -1.20
S 1.64 0.63 -1.91
N 2.67 3.16 -1.86
C 2.83 2.93 2.32
H 3.67 6.32 -1.40
H 2.78 5.66 -2.79
H 4.47 5.22 -2.53
H 3.49 5.07 0.73
H 2.62 3.18 -2.87
H 2.50 3.86 2.79
H 3.87 2.79 2.63
H 2.22 2.11 2.68
*
```

No. 3
A structure of composition C19H34BBrNiO8P2, computed with ωB97M-V/def2-TZVPD.

Its energy above the lowest of the compared OMol25 structures with the same formula, charge and spin is 0.0 kcal/mol. For the calculated total energy, the calculation gives -166982.858 eV. Its maximum force is 0.6 eV Å⁻¹. The frontier orbital gap (spin up / spin down) is 7.64 / 7.64 eV. The calculation puts the highest occupied orbital energy (spin up / spin down) at -0.2744 / -0.2743 Ha.

Geometry as ORCA input:
```
! RIJCOSX wB97M-V def2-TZVPD def2/J DEFGRID3
* xyz 0 1
Ni -1.46 -0.88 0.96
C 5.01 -0.96 -0.39
C 3.95 0.11 -0.20
C 4.41 1.17 0.79
O 2.78 -0.58 0.30
P 1.25 -0.19 0.24
O 0.52 -0.78 1.39
C 1.13 1.60 0.23
P -0.59 2.11 0.10
O -1.46 1.22 0.89
O -0.66 3.63 0.54
C -1.02 4.08 1.89
C -0.17 3.40 2.94
C -2.51 3.92 2.12
O -0.78 2.12 -1.45
C -1.86 2.74 -2.22
C -3.20 2.50 -1.57
C -1.53 4.20 -2.47
O 0.64 -0.71 -1.11
C 1.05 -0.47 -2.48
C -0.21 -0.57 -3.30
C 2.08 -1.50 -2.89
H 5.92 -0.51 -0.80
H 4.68 -1.75 -1.06
H 5.25 -1.41 0.58
H 3.70 0.56 -1.17
H 4.52 0.72 1.77
H 3.73 2.01 0.85
H 5.38 1.55 0.47
H 1.70 2.09 -0.57
H 1.52 1.92 1.20
H -0.77 5.14 1.84
H -0.39 2.33 2.99
H -0.41 3.83 3.92
H 0.89 3.56 2.76
H -2.79 2.86 2.13
H -3.08 4.43 1.34
H -2.77 4.36 3.08
H -1.82 2.19 -3.17
H -3.30 3.09 -0.65
H -3.34 1.45 -1.32
H -3.99 2.80 -2.25
H -1.54 4.76 -1.54
H -2.28 4.63 -3.14
H -0.55 4.30 -2.94
H 1.46 0.54 -2.55
H -0.62 -1.58 -3.22
H 0.00 -0.36 -4.35
H -0.97 0.12 -2.94
H 1.65 -2.50 -2.81
H 2.97 -1.46 -2.26
H 2.38 -1.33 -3.92
Br -3.52 -1.06 0.03
O -1.69 -3.30 2.48
B -1.55 -2.74 1.20
O -1.43 -3.77 0.25
C -1.51 -4.94 0.95
C -1.46 -6.23 0.48
C -1.57 -7.25 1.42
C -1.73 -6.97 2.78
C -1.78 -5.66 3.24
C -1.67 -4.66 2.30
H -1.34 -6.44 -0.58
H -1.54 -8.28 1.10
H -1.81 -7.79 3.48
H -1.91 -5.42 4.29
*
```

No. 4
A structure of composition C19H34CdF6OP2 in a non-equilibrium geometry, computed with ωB97M-V/def2-TZVPD.

Its energy above the lowest of the compared OMol25 structures with the same formula, charge and spin is 87.0 kcal/mol. For the calculated total energy, the calculation gives -61742.241 eV. Its maximum force is 3.9 eV Å⁻¹. The frontier orbital gap is 6.91 eV. The calculation puts the highest occupied orbital energy at -0.2504 Ha.

Geometry as ORCA input:
```
! RIJCOSX wB97M-V def2-TZVPD def2/J DEFGRID3
* xyz 0 1
P 0.42 -2.31 -2.18
P -0.11 2.31 -2.09
C -0.06 -0.70 -3.10
C 0.56 0.76 -3.00
H -1.14 -0.66 -3.32
H 0.42 -1.05 -4.01
H 1.65 0.71 -3.01
H 0.23 1.24 -3.92
C -1.71 2.92 -2.63
H -2.09 3.58 -1.82
H -2.46 2.12 -2.73
H -1.66 3.50 -3.56
C 1.25 3.43 -1.86
H 1.44 4.01 -2.78
H 2.16 2.90 -1.55
H 1.01 4.11 -1.03
C -0.83 -3.51 -2.77
H -0.90 -4.29 -1.98
H -0.56 -3.97 -3.72
H -1.82 -3.02 -2.84
C 2.03 -2.70 -2.96
H 2.68 -1.81 -2.95
H 1.93 -3.09 -3.98
H 2.50 -3.47 -2.33
Cd -0.41 0.26 -0.88
C 0.47 1.60 -5.91
C -0.87 1.59 -5.72
C -1.81 0.90 -6.64
C -1.41 -0.56 -7.01
C -0.63 -1.30 -5.97
C 0.72 -1.36 -5.98
C 1.60 -0.54 -6.87
C 1.16 0.95 -7.06
C -0.19 -1.45 0.38
H 1.13 2.23 -5.31
H -1.35 2.25 -5.00
H -1.88 1.47 -7.59
H -2.82 0.89 -6.20
H -2.35 -1.11 -7.18
H -0.85 -0.53 -7.97
H -1.23 -1.92 -5.31
H 1.25 -2.18 -5.49
H 1.65 -0.99 -7.88
H 2.63 -0.56 -6.47
H 2.10 1.51 -7.22
H 0.55 1.02 -7.97
H 0.41 -1.03 1.21
H 0.29 -2.40 0.09
H -1.20 -1.65 0.75
C -0.74 1.42 2.78
C 0.45 1.95 1.99
O 0.72 1.44 0.77
C 0.21 3.51 1.82
F -0.06 4.16 2.99
F 1.24 4.16 1.23
F -0.89 3.69 1.01
C 1.74 1.70 2.91
F 1.60 2.20 4.18
F 1.92 0.35 3.03
F 2.87 2.22 2.38
H -1.67 1.61 2.24
H -0.80 1.94 3.74
H -0.65 0.33 2.93
*
```